(1)
Density functional theory data (wB97M-V/def2-TZVPD) for 5 unconnected molecules or ions with the total composition C22H42N6O7P2.

Last columns: bonded neighbours and bond lengths (Å).
Geometry (Å):
1 O 3.92816 0.16250 3.68275  C2 1.363
2 C 2.66224 0.57054 3.97880  O1 1.363, O3 1.480, N4 1.510
3 O 1.99435 -0.05293 5.14289  C2 1.480, H13 1.018
4 N 2.05866 1.58739 3.03905  C2 1.510, C5 1.512, P8 1.781
5 C 2.42076 3.01246 3.39031  N4 1.512, O6 1.484, H14 1.174, H15 1.194
6 O 1.59312 4.02543 2.69030  C5 1.484, O7 1.308
7 O 1.91673 5.23417 3.07029  O6 1.308, H16 1.022
8 P 0.31403 1.35131 2.77153  N4 1.781, P9 2.178, H17 1.463, N72 1.945
9 P -0.92088 2.18035 4.36268  P8 2.178, O10 1.586, O11 1.741, O12 1.777
10 O -0.79556 1.44080 5.76005  P9 1.586
11 O -0.73606 3.88952 4.63666  P9 1.741, H18 1.009
12 O -2.60731 1.94739 3.85450  P9 1.777, H19 1.008
13 H 2.55965 0.14633 5.96524  O3 1.018
14 H 2.47590 3.15989 4.55399  C5 1.174
15 H 3.53327 3.19009 2.99403  C5 1.194
16 H 2.76019 5.21209 3.64631  O7 1.022
17 H 0.01375 2.14044 1.57717  P8 1.463
18 H -0.85691 4.42099 3.78710  O11 1.009
19 H -2.78343 0.96435 3.71816  O12 1.008
20 C 2.97863 1.80853 -1.36978  C21 1.525, H25 1.095, H26 1.095, H27 1.096
21 C 2.34377 0.81230 -2.33479  C20 1.525, C22 1.530, H28 1.097, H29 1.096
22 C 0.94384 1.23188 -2.78744  C21 1.530, C23 1.520, H30 1.095, H31 1.095
23 C 0.02375 1.33489 -1.58198  C22 1.520, N24 1.261
24 N -0.73962 1.42032 -0.58196  C23 1.261
25 H 2.40357 1.89581 -0.44244  C20 1.095
26 H 3.98728 1.48264 -1.09629  C20 1.095
27 H 3.05284 2.80283 -1.82486  C20 1.096
28 H 2.29904 -0.17099 -1.85069  C21 1.097
29 H 2.98865 0.70917 -3.21438  C21 1.096
30 H 0.53837 0.49364 -3.48720  C22 1.095
31 H 0.97870 2.20041 -3.29812  C22 1.095
32 C 4.57815 -3.25739 -3.61346  C33 1.525, H37 1.095, H38 1.095, H39 1.096
33 C 4.92234 -2.95924 -5.06928  C32 1.525, C34 1.530, H40 1.097, H41 1.096
34 C 5.92041 -1.80967 -5.22129  C33 1.530, C35 1.520, H42 1.095, H43 1.095
35 C 5.33272 -0.53803 -4.63149  C34 1.520, N36 1.261
36 N 4.84519 0.51697 -4.14226  C35 1.261
37 H 4.09173 -2.40415 -3.13007  C32 1.095
38 H 3.88546 -4.10285 -3.55225  C32 1.095
39 H 5.47799 -3.51129 -3.04159  C32 1.096
40 H 3.99813 -2.72350 -5.61099  C33 1.097
41 H 5.34276 -3.86140 -5.52703  C33 1.096
42 H 6.14473 -1.64460 -6.28030  C34 1.095
43 H 6.85921 -2.04474 -4.70799  C34 1.095
44 C -6.44536 2.74085 1.66565  C45 1.525, H49 1.095, H50 1.095, H51 1.096
45 C -6.37287 1.63263 0.62000  C44 1.525, C46 1.530, H52 1.097, H53 1.096
46 C -6.56187 0.23712 1.21798  C45 1.530, C47 1.520, H54 1.095, H55 1.095
47 C -5.46786 -0.03744 2.23683  C46 1.520, N48 1.261
48 N -4.56025 -0.26529 3.08205  C47 1.261
49 H -5.64668 2.64868 2.40854  C44 1.095
50 H -6.33384 3.72031 1.18961  C44 1.095
51 H -7.40786 2.72360 2.18959  C44 1.096
52 H -5.40401 1.69021 0.10894  C45 1.097
53 H -7.14656 1.80611 -0.13597  C45 1.096
54 H -6.51542 -0.51953 0.42779  C46 1.095
55 H -7.53863 0.15729 1.70751  C46 1.095
56 C -3.12986 -2.08044 -2.80905  C57 1.525, H61 1.095, H62 1.095, H63 1.096
57 C -2.90901 -0.71847 -3.45946  C56 1.525, C58 1.530, H64 1.097, H65 1.096
58 C -3.62098 0.41628 -2.72040  C57 1.530, C59 1.520, H66 1.095, H67 1.095
59 C -5.11964 0.16278 -2.71187  C58 1.520, N60 1.261
60 N -6.36295 -0.04745 -2.70482  C59 1.261
61 H -4.18657 -2.36604 -2.81765  C56 1.095
62 H -2.58027 -2.85506 -3.35337  C56 1.095
63 H -2.78071 -2.08038 -1.77015  C56 1.096
64 H -3.25695 -0.76132 -4.49883  C57 1.097
65 H -1.83421 -0.50835 -3.48804  C57 1.096
66 H -3.42072 1.37158 -3.21674  C58 1.095
67 H -3.26167 0.48816 -1.68802  C58 1.095
68 C 0.72295 -4.21411 2.95521  C69 1.525, H73 1.095, H74 1.095, H75 1.096
69 C 1.06715 -3.91596 1.49938  C68 1.525, C70 1.530, H76 1.097, H77 1.096
70 C 2.06521 -2.76639 1.34737  C69 1.530, C71 1.520, H78 1.095, H79 1.095
71 C 1.47752 -1.49475 1.93717  C70 1.520, N72 1.261
72 N 0.98999 -0.43974 2.42640  P8 1.945, C71 1.261
73 H 0.23654 -3.36087 3.43859  C68 1.095
74 H 0.03026 -5.05957 3.01641  C68 1.095
75 H 1.62279 -4.46801 3.52707  C68 1.096
76 H 0.14294 -3.68022 0.95767  C69 1.097
77 H 1.48756 -4.81812 1.04163  C69 1.096
78 H 2.28953 -2.60132 0.28837  C70 1.095
79 H 3.00401 -3.00146 1.86067  C70 1.095

Results
Multiplicity ... 1
Total charge ... 0

(2)
Density functional theory data (wB97M-V/def2-TZVPD) for 5 unconnected molecules or ions with the total composition C22H42N8P.

Last columns: bonded neighbours and bond lengths (Å).
Geometry (Å):
1 C 2.28837 -3.74068 0.06857  C2 1.556, H12 1.085, H13 1.084, H14 1.080
2 C 2.61948 -2.70956 -1.04821  C1 1.556, P3 1.847, H15 1.082, H16 1.081
3 P 1.22911 -1.53403 -1.35840  C2 1.847, C4 1.824, N6 1.797
4 C 1.38862 -0.47464 0.11763  P3 1.824, C5 1.543, H17 1.078, H18 1.089
5 C 2.54065 0.50358 -0.19480  C4 1.543, H19 1.080, H20 1.087, H21 1.085
6 N -0.15720 -2.65062 -1.11051  P3 1.797, C7 1.316, H22 1.007
7 C -1.30467 -2.40440 -0.51433  N6 1.316, N8 1.350, N11 1.365
8 N -1.65087 -1.24656 0.08837  C7 1.350, C9 1.311
9 C -2.86900 -1.43136 0.53701  N8 1.311, N10 1.332, H23 1.073
10 N -3.33479 -2.64506 0.24542  C9 1.332, N11 1.360, H24 1.005
11 N -2.34494 -3.28483 -0.43251  C7 1.365, N10 1.360, H25 1.004
12 H 1.71622 -3.24350 0.84449  C1 1.085
13 H 1.64450 -4.51971 -0.32371  C1 1.084
14 H 3.18568 -4.16821 0.49140  C1 1.080
15 H 3.48187 -2.13364 -0.74072  C2 1.082
16 H 2.80871 -3.26687 -1.95541  C2 1.081
17 H 0.50256 0.10163 0.33159  C4 1.078
18 H 1.70345 -1.06154 0.97880  C4 1.089
19 H 3.24665 0.53407 0.62236  C5 1.080
20 H 3.03165 0.30722 -1.14404  C5 1.087
21 H 2.12635 1.50230 -0.28298  C5 1.085
22 H -0.06095 -3.56182 -1.52827  N6 1.007
23 H -3.46402 -0.72487 1.08292  C9 1.073
24 H -4.23869 -3.03022 0.45791  N10 1.005
25 H -2.43030 -4.21577 -0.79736  N11 1.004
26 C 1.66556 4.87605 2.82880  C27 1.523, H31 1.090, H32 1.089, H33 1.092
27 C 1.12285 3.62707 2.14599  C26 1.523, C28 1.531, H34 1.092, H35 1.093
28 C 1.42231 2.33095 2.90327  C27 1.531, C29 1.462, H36 1.092, H37 1.091
29 C 2.85862 2.08429 3.01998  C28 1.462, N30 1.149
30 N 3.98094 1.83780 3.04906  C29 1.149
31 H 2.75332 4.84884 2.89979  C26 1.090
32 H 1.39683 5.76604 2.26143  C26 1.089
33 H 1.25963 4.98199 3.83661  C26 1.092
34 H 1.53614 3.55783 1.13750  C27 1.092
35 H 0.03898 3.71688 2.04215  C27 1.093
36 H 0.98736 1.48308 2.37013  C28 1.092
37 H 0.99001 2.35359 3.90490  C28 1.091
38 C 3.76733 -4.84404 4.24904  C39 1.525, H43 1.092, H44 1.089, H45 1.092
39 C 4.83719 -3.82064 4.61338  C38 1.525, C40 1.533, H46 1.091, H47 1.090
40 C 4.30053 -2.38490 4.65618  C39 1.533, C41 1.463, H48 1.090, H49 1.091
41 C 3.77553 -1.98116 3.35161  C40 1.463, N42 1.149
42 N 3.38586 -1.66532 2.31749  C41 1.149
43 H 3.36883 -4.66480 3.24846  C38 1.092
44 H 4.18251 -5.85112 4.26044  C38 1.089
45 H 2.93716 -4.81419 4.95742  C38 1.092
46 H 5.65667 -3.87993 3.89549  C39 1.091
47 H 5.25243 -4.06338 5.59185  C39 1.090
48 H 5.09000 -1.68680 4.93408  C40 1.090
49 H 3.50024 -2.29579 5.39200  C40 1.091
50 C -3.22110 3.90285 -1.12793  C51 1.523, H55 1.091, H56 1.089, H57 1.092
51 C -2.60470 2.52715 -1.34800  C50 1.523, C52 1.532, H58 1.092, H59 1.092
52 C -1.21192 2.38498 -0.72599  C51 1.532, C53 1.465, H60 1.092, H61 1.092
53 C -0.25824 3.33678 -1.30151  C52 1.465, N54 1.149
54 N 0.50169 4.06692 -1.76021  C53 1.149
55 H -2.62640 4.68579 -1.60032  C50 1.091
56 H -4.22092 3.94225 -1.55888  C50 1.089
57 H -3.30328 4.13216 -0.06372  C50 1.092
58 H -2.54673 2.32396 -2.41894  C51 1.092
59 H -3.25858 1.76700 -0.91579  C51 1.092
60 H -0.82374 1.37803 -0.89295  C52 1.092
61 H -1.25744 2.55330 0.35169  C52 1.092
62 C -3.65498 0.17173 -5.58416  C63 1.525, H67 1.092, H68 1.090, H69 1.092
63 C -4.91974 0.79728 -6.16142  C62 1.525, C64 1.533, H70 1.091, H71 1.091
64 C -5.37833 2.03701 -5.38556  C63 1.533, C65 1.465, H72 1.090, H73 1.091
65 C -5.68437 1.70496 -3.99172  C64 1.465, N66 1.150
66 N -5.92674 1.44410 -2.89854  C65 1.150
67 H -3.81646 -0.17941 -4.56317  C62 1.092
68 H -3.34607 -0.68551 -6.18194  C62 1.090
69 H -2.83150 0.88843 -5.57296  C62 1.092
70 H -5.72116 0.05682 -6.16879  C63 1.091
71 H -4.74063 1.08411 -7.19818  C63 1.091
72 H -6.27274 2.46358 -5.83889  C64 1.090
73 H -4.60117 2.80253 -5.39438  C64 1.091

Results
Multiplicity ... 1
Energy relative to the best compared isomer or geometry (same formula, charge and spin) ... 0.0 kJ/mol
Total charge ... +1

Number 1: LUMO energy -0.1 eV, HOMO level -0.234 hartree. Number 2: LUMO energy -2.9 eV, HOMO level -0.415 hartree.